No. 1
# C5H8BrClO2

An isolated molecule of C5H8BrClO2 (ωB97M-V/def2-TZVPD, OMol25).

Structure (XYZ):
```
17
Properties=species:S:1:pos:R:3
C 1.268 1.505 0.450
C 1.054 0.275 -0.439
C 0.593 -1.035 0.246
Cl 0.751 -1.004 2.034
C -0.835 -1.511 -0.066
Br -0.974 -1.863 -1.985
O -1.881 -0.701 0.397
C -2.112 0.547 -0.135
O -2.962 0.745 -0.924
H 1.256 2.409 -0.170
H 0.496 1.608 1.219
H 2.237 1.465 0.957
H 0.337 0.516 -1.233
H 1.994 0.054 -0.959
H 1.242 -1.857 -0.069
H -1.005 -2.483 0.399
H -1.459 1.329 0.278
```

Results
**Net charge**: 0



No. 2
# C4H9N3

An isolated molecule of C4H9N3 (ωB97M-V/def2-TZVPD, OMol25).

Structure (XYZ):
```
16
Properties=species:S:1:pos:R:3
C 0.617 0.646 -0.735
N -0.708 0.071 -0.624
C 1.660 0.036 -0.047
N 1.365 -1.469 -0.067
C -1.491 0.395 0.483
C -2.819 0.441 0.509
N 2.815 0.314 0.434
H -1.235 0.060 -1.491
H 2.135 -1.987 -0.482
H 1.159 -1.813 0.867
H 3.002 1.312 0.434
H 0.504 -1.262 -0.750
H 0.668 1.709 -0.935
H -0.908 0.673 1.352
H -3.413 0.255 -0.374
H -3.352 0.619 1.427
```

Results
**Net charge**: 0



No. 3
# C19H16IN3O3PtS

A structure of composition C19H16IN3O3PtS (ωB97M-V/def2-TZVPD, OMol25).

Structure (XYZ):
```
44
Properties=species:S:1:pos:R:3
Pt 0.187 -1.156 0.936
C 3.451 2.021 1.419
C 2.100 2.534 1.021
N 1.979 3.772 0.620
C 0.770 4.227 0.211
C -0.336 3.435 0.107
C -1.631 4.027 -0.383
O -2.085 3.460 -1.611
C -0.234 2.075 0.514
C -1.354 1.202 0.315
N -1.480 -0.032 0.685
C -2.763 -0.643 0.502
C -3.936 0.116 0.549
C -5.174 -0.471 0.364
C -5.276 -1.838 0.149
C -4.123 -2.606 0.131
C -2.884 -2.011 0.315
I -1.161 -3.251 0.347
C 0.979 1.633 1.064
O 1.144 0.471 1.610
H 4.114 2.858 1.624
H 3.878 1.430 0.604
H 3.381 1.369 2.288
H 0.723 5.279 -0.047
H -1.515 5.109 -0.472
H -2.433 3.842 0.333
H -1.466 3.704 -2.307
H -2.178 1.621 -0.252
H -3.880 1.177 0.756
H -6.063 0.144 0.400
H -6.243 -2.305 0.016
H -4.181 -3.678 -0.015
O 1.978 -2.047 1.115
N 2.527 -2.608 0.028
C 3.369 -1.820 -0.682
C 4.053 -2.290 -1.758
C 3.854 -3.626 -2.142
C 2.986 -4.406 -1.430
C 2.295 -3.916 -0.294
S 1.269 -4.886 0.648
H 3.455 -0.813 -0.300
H 4.721 -1.634 -2.295
H 4.386 -4.035 -2.990
H 2.798 -5.435 -1.694
```

Results
**Net charge**: 0



Summary of HOMO in hartree
-0.39118, -0.25673, -0.28550
(order as listed above)
Summary of HOMO-LUMO gap in eV
11.3, 7.6, 6.8
(order as listed above)
Summary of LUMO in eV
0.625, 0.662, -0.942
(order as listed above)